This record from the Open Molecules 2025 dataset describes a molecular structure, C30H46CsN3S5Si2. The level of theory is wB97M-V/def2-TZVPD.

Geometry (Å):
Cs (0.30064, 0.55660, -0.15361)
C (-2.91960, 1.30560, 2.83876)
C (-1.87065, 1.40735, 3.94399)
S (-0.26361, 1.97062, 3.32466)
C (0.87459, 1.30532, 4.56710)
C (0.76018, -0.18940, 4.86487)
S (0.63618, -1.14254, 3.33486)
C (0.06090, -2.71622, 4.00671)
C (-0.22114, -3.71512, 2.88448)
S (-1.02949, -3.11085, 1.38073)
C (-2.71454, -2.77808, 1.95646)
C (-2.94292, -1.47826, 2.72272)
S (-2.71038, -0.04319, 1.64969)
H (-2.94133, 2.21630, 2.23620)
H (-3.90359, 1.20590, 3.30168)
H (-1.74851, 0.43991, 4.42910)
H (-2.22933, 2.11366, 4.69518)
H (0.77812, 1.86000, 5.50155)
H (1.86234, 1.53096, 4.16077)
H (-0.12466, -0.38871, 5.47376)
H (1.63005, -0.49640, 5.44816)
H (-0.83833, -2.54557, 4.60328)
H (0.81335, -3.14881, 4.66942)
H (-0.80658, -4.54447, 3.28633)
H (0.71776, -4.13371, 2.51995)
H (-3.03547, -3.62144, 2.57179)
H (-3.33173, -2.79139, 1.05626)
H (-2.25926, -1.41478, 3.56664)
H (-3.96730, -1.47343, 3.10378)
C (-2.90241, 2.84274, -1.33326)
Si (-1.50451, 4.08166, -1.02386)
C (-1.94672, 5.61664, -2.04711)
C (-1.64544, 4.64813, 0.77745)
C (0.10440, 3.33067, -1.41241)
C (0.13676, 2.70823, -2.76258)
C (0.19757, 3.49340, -3.93529)
C (0.21896, 2.91100, -5.18566)
C (0.18808, 1.52546, -5.28817)
C (0.14588, 0.80759, -4.10959)
N (0.11392, 1.36144, -2.89656)
Si (1.68018, 4.05995, -0.90460)
C (1.91016, 4.07382, 0.98036)
C (2.05923, 5.83990, -1.44096)
C (3.12240, 3.03749, -1.60256)
H (-3.88801, 3.29705, -1.19781)
H (-2.84402, 1.98159, -0.65799)
H (-2.85588, 2.45301, -2.35426)
H (-2.91363, 6.04053, -1.75779)
H (-1.99753, 5.39324, -3.11575)
H (-1.18671, 6.38981, -1.90282)
H (-2.69981, 4.70276, 1.06699)
H (-1.22397, 5.64752, 0.91617)
H (-1.13287, 3.97949, 1.47244)
H (0.22130, 4.57024, -3.83142)
H (0.26007, 3.53150, -6.07335)
H (0.20552, 1.01938, -6.24356)
H (0.13317, -0.27904, -4.13500)
H (1.20683, 4.74489, 1.47826)
H (2.92206, 4.39804, 1.24406)
H (1.75003, 3.07854, 1.40776)
H (1.30702, 6.53756, -1.06268)
H (2.06131, 5.92001, -2.53179)
H (3.03593, 6.17785, -1.08055)
H (2.98594, 1.95758, -1.47482)
H (4.06094, 3.31259, -1.11101)
H (3.24102, 3.21754, -2.67503)
S (7.78317, 0.73400, -0.21601)
C (6.07027, 0.36168, 0.09058)
C (5.31451, 1.17370, 0.91908)
C (3.97289, 0.86879, 1.10493)
N (3.37172, -0.16514, 0.52484)
C (4.11573, -0.95246, -0.25292)
C (5.46041, -0.74016, -0.49712)
C (7.71297, 0.94896, -1.98293)
C (6.83546, 1.85284, -2.56563)
C (6.83473, 1.96855, -3.94656)
N (7.64481, 1.27795, -4.74798)
C (8.48910, 0.42902, -4.17359)
C (8.55853, 0.21786, -2.80207)
H (5.75051, 2.04447, 1.38978)
H (3.35438, 1.51579, 1.71751)
H (3.60657, -1.79460, -0.70926)
H (6.01665, -1.40449, -1.14448)
H (6.15429, 2.44444, -1.96911)
H (6.14772, 2.65408, -4.42953)
H (9.14195, -0.12487, -4.83921)
H (9.25338, -0.49945, -2.38706)

Cartesian forces (eV/Å) of the 3 atoms listed first:
Cs 0.04 -0.45 0.58
C -0.01 -0.02 0.03
C 0.00 0.00 0.03

Values from the calculation:
Net charge ... 0
LUMO level ... -0.09 eV
HOMO level ... -5.928 eV
ΔE to the lowest compared entry with this formula, charge and spin ... 0.0 kcal per mole

Löwdin population analysis, charges in e, atoms 1 to 8: 0.8822, -0.5189, -0.5136, 0.8145, -0.5292, -0.5310, 0.8168, -0.5346

This record from the Open Molecules 2025 dataset describes a molecular structure, C30H46IrN13OP in a non-equilibrium geometry. The level of theory is wB97M-V/def2-TZVPD.

Geometry (Å):
Ir (-14.57711, 7.42150, 9.81355)
C (-13.09133, 8.09085, 12.56382)
N (-14.27161, 7.39199, 12.10266)
C (-14.57838, 6.12282, 12.75848)
C (-15.09678, 5.20049, 11.71069)
N (-15.12175, 5.44214, 10.39778)
C (-15.55451, 4.24318, 9.74764)
C (-15.44375, 3.71057, 8.46900)
C (-15.89809, 2.41610, 8.31045)
C (-16.46027, 1.63611, 9.32929)
C (-16.43800, 2.07251, 10.64248)
C (-15.90489, 3.34860, 10.81354)
N (-15.50552, 3.95788, 11.99835)
C (-12.84860, 9.11188, 11.50112)
N (-13.39496, 9.09079, 10.28997)
C (-12.88167, 10.19032, 9.53883)
C (-12.87126, 10.51210, 8.18835)
C (-12.08472, 11.58744, 7.84234)
C (-11.30937, 12.33511, 8.75012)
C (-11.20801, 11.97545, 10.08898)
C (-12.02148, 10.90547, 10.45675)
N (-12.01546, 10.15967, 11.64694)
H (-12.22065, 7.44228, 12.60389)
H (-13.20700, 8.59551, 13.52057)
H (-15.09618, 8.00469, 12.12704)
H (-15.33264, 6.25718, 13.55583)
H (-13.69888, 5.62747, 13.21323)
H (-14.97129, 4.29910, 7.66055)
H (-15.81691, 1.96234, 7.32742)
H (-16.90239, 0.68323, 9.03883)
H (-16.77741, 1.46364, 11.51185)
H (-15.48694, 3.52100, 12.91350)
H (-13.35292, 9.86215, 7.45336)
H (-12.01474, 11.90624, 6.79761)
H (-10.77690, 13.18627, 8.34578)
H (-10.52398, 12.46001, 10.79021)
H (-11.41808, 10.33379, 12.44878)
C (-17.59199, 10.90407, 11.30801)
P (-17.63225, 9.12538, 11.65289)
C (-17.63404, 8.88293, 13.45705)
C (-19.28430, 8.59605, 11.11888)
O (-16.46544, 8.41557, 10.99430)
H (-18.39758, 11.44323, 11.83281)
H (-17.71612, 11.07406, 10.22094)
H (-16.62326, 11.33868, 11.64810)
H (-18.55838, 9.30221, 13.91657)
H (-16.76256, 9.35361, 13.90799)
H (-17.63150, 7.78616, 13.67484)
H (-20.06673, 9.09515, 11.72458)
H (-19.42850, 7.51167, 11.24609)
H (-19.43775, 8.85077, 10.05573)
C (-10.56005, 5.84952, 4.83317)
C (-9.83444, 5.15817, 5.99676)
C (-8.53842, 5.89482, 6.48743)
C (-10.77245, 4.55331, 7.09562)
N (-11.44088, 5.56309, 7.96860)
C (-12.69532, 6.11314, 7.89687)
N (-12.94518, 6.60877, 9.12301)
N (-11.97886, 6.29854, 9.95185)
N (-11.00694, 5.67672, 9.28157)
H (-9.87154, 5.83921, 3.97750)
H (-10.88410, 6.87620, 5.04821)
H (-11.44035, 5.22264, 4.56991)
H (-9.41369, 4.23872, 5.55507)
H (-8.74843, 6.82171, 7.07894)
H (-7.98764, 6.23131, 5.60253)
H (-7.88861, 5.22324, 7.06255)
H (-10.19297, 3.84457, 7.74125)
H (-11.59509, 4.00354, 6.59159)
H (-13.24101, 6.21510, 6.98096)
C (-15.51992, 6.93357, 6.76035)
N (-16.44525, 6.97957, 5.65209)
C (-16.98630, 8.38776, 5.46580)
N (-17.61830, 8.86996, 6.73020)
C (-16.63362, 8.83667, 7.81367)
N (-16.09693, 7.40577, 8.07516)
C (-17.33692, 6.54678, 8.39662)
N (-18.28039, 6.54771, 7.25489)
C (-17.60090, 6.07878, 5.99134)
C (-18.78007, 7.95331, 7.05394)
H (-14.62376, 7.55360, 6.52766)
H (-15.21378, 5.87692, 6.85990)
H (-17.73689, 8.36851, 4.66871)
H (-16.18184, 9.06910, 5.16125)
H (-17.06966, 9.18808, 8.78222)
H (-15.75735, 9.45049, 7.56376)
H (-17.83388, 6.96057, 9.29491)
H (-16.99807, 5.52742, 8.57528)
H (-18.34719, 6.05998, 5.18634)
H (-17.22486, 5.06001, 6.20153)
H (-19.31089, 8.28591, 7.94940)
H (-19.48330, 7.98506, 6.20552)

Cartesian forces (eV/Å) of the 3 atoms listed first:
Ir -4.03 2.09 -0.51
C 0.13 0.63 -0.79
N -0.19 -0.62 1.12

Values from the calculation:
2S+1 ... 5
Net charge ... +3
LUMO level (spin up / spin down) ... -7.43 / -10.80 eV
HOMO level (spin up / spin down) ... -15.806 / -16.045 eV
ΔE to the lowest compared entry with this formula, charge and spin ... 0.0 kcal per mole

Löwdin population analysis, charges in e, atoms 1 to 8: 1.6324, -0.0944, -0.1509, -0.0764, -0.2772, -0.0093, -0.1916, -0.0411

This record from the Open Molecules 2025 dataset describes 2 unconnected molecules or ions with the total composition C30H46N2P in a non-equilibrium geometry. The level of theory is wB97M-V/def2-TZVPD.

Geometry (Å):
C (-2.46324, -1.19376, -5.28872)
C (-2.20384, -1.14492, -3.77981)
C (-3.47536, -1.29154, -2.93237)
P (-1.23118, 0.34020, -3.21281)
C (0.36146, 0.06498, -4.15674)
C (0.86355, -1.37205, -3.95774)
C (1.42161, 1.06966, -3.68540)
C (-2.00880, 1.75592, -4.20272)
C (-1.38694, 3.08408, -3.75119)
C (-3.53210, 1.82119, -4.03531)
H (-2.96164, -2.14482, -5.52907)
H (-3.11756, -0.37859, -5.62315)
H (-1.53259, -1.15395, -5.87210)
H (-1.55314, -1.99757, -3.52373)
H (-3.98479, -2.22932, -3.19209)
H (-3.21788, -1.32942, -1.86429)
H (-4.17681, -0.46263, -3.08626)
H (0.13046, 0.24249, -5.22297)
H (1.88853, -1.46182, -4.33962)
H (0.87783, -1.62975, -2.88815)
H (0.24733, -2.11026, -4.48453)
H (2.40134, 0.78329, -4.09212)
H (1.21321, 2.09359, -4.01413)
H (1.49516, 1.06562, -2.58638)
H (-1.75552, 1.56938, -5.26217)
H (-1.93239, 3.92177, -4.20676)
H (-1.46249, 3.18633, -2.65890)
H (-0.33508, 3.18062, -4.03750)
H (-3.90766, 2.74855, -4.49135)
H (-4.06510, 0.99106, -4.51152)
H (-3.79984, 1.84812, -2.96886)
C (-2.89540, -3.15050, 5.53535)
N (-2.71941, -3.45574, 4.13069)
C (-3.74180, -4.29729, 3.55831)
C (-3.39831, -4.73152, 2.14461)
C (-3.01729, -3.51792, 1.30697)
C (-1.92108, -2.74274, 1.95914)
C (-1.76597, -2.83778, 3.37465)
C (-0.61392, -2.25961, 3.96920)
C (0.26930, -1.52080, 3.21396)
C (0.00732, -1.22812, 1.82928)
C (0.77080, -0.32222, 1.05616)
C (1.63667, 0.67213, 1.57430)
C (2.59082, 1.28989, 0.71604)
C (3.51119, 2.21160, 1.16970)
C (3.56666, 2.55239, 2.55762)
N (4.59464, 3.30326, 3.04239)
C (4.70047, 3.67355, 4.43853)
C (5.58017, 3.93227, 2.19571)
C (5.79064, 3.21238, 0.87541)
C (4.46901, 2.84649, 0.21820)
C (2.52999, 2.05737, 3.39876)
C (1.59673, 1.16176, 2.92668)
C (-1.07556, -1.93374, 1.22640)
H (-2.28112, -2.29572, 5.82963)
H (-3.94777, -2.90764, 5.73793)
H (-2.62657, -4.00654, 6.17024)
H (-3.88032, -5.16950, 4.21058)
H (-4.69542, -3.74526, 3.56166)
H (-2.55613, -5.43265, 2.17171)
H (-4.25099, -5.25176, 1.70636)
H (-2.69291, -3.83677, 0.31174)
H (-3.90196, -2.87955, 1.16653)
H (-0.42487, -2.41354, 5.03486)
H (1.17817, -1.14437, 3.68327)
H (0.70677, -0.40943, -0.02687)
H (2.60842, 0.99411, -0.33750)
H (4.12567, 3.00222, 5.07772)
H (5.75415, 3.61115, 4.73622)
H (4.36574, 4.70560, 4.62037)
H (5.28739, 4.97744, 1.99781)
H (6.51708, 3.96834, 2.76192)
H (6.37322, 3.85272, 0.21015)
H (6.37118, 2.30018, 1.05249)
H (4.65382, 2.15781, -0.61148)
H (4.01851, 3.75201, -0.21621)
H (2.46610, 2.38488, 4.43920)
H (0.81034, 0.82159, 3.60129)
H (-1.24068, -1.81687, 0.15080)

Cartesian forces (eV/Å) of the 3 atoms listed first:
C -0.18 -0.31 -0.01
C 0.13 0.10 0.04
C -0.05 -0.17 -0.06

Values from the calculation:
Net charge ... +1
LUMO level ... -4.11 eV
HOMO level ... -10.023 eV
ΔE to the lowest compared entry with this formula, charge and spin ... 0.0 kcal per mole

Löwdin population analysis, charges in e, atoms 1 to 8: -0.1099, -0.5842, -0.1357, 1.0458, -0.5797, -0.1329, -0.1351, -0.5593